1.
{
  "formula": "C5H7INO3S",
  "method": "the ωB97M-V functional and the def2-TZVPD basis",
  "charge": -1,
  "largest_force_ev_per_a": 4.3,
  "smiles": "C[C@](S)(I)C(=O)NCC(=O)[O-]",
  "multiplicity": 1,
  "e_lumo_ev": 2.5,
  "relative_energy_ev": 0.2305,
  "elements": ["C", "C", "H", "C", "S", "N", "O", "H", "H", "H", "C", "H", "H", "O", "C", "I", "H", "O"],
  "positions_angstrom": [[0.24, 1.52, -1.71], [-0.89, -0.42, -0.65], [0.88, 0.39, -0.23], [0.19, -0.87, 1.79], [-2.27, -1.95, 0.81], [0.19, 0.29, -1.03], [-1.93, -0.51, -1.22], [1.21, -0.98, 1.66], [0.78, 1.37, -2.76], [-0.24, 0.12, 2.07], [1.30, 2.33, -0.78], [-0.67, 2.18, -1.89], [-2.18, -2.68, 2.08], [1.99, 1.57, -0.08], [-0.59, -1.49, 0.43], [0.80, -2.96, -0.35], [-0.08, -1.50, 2.73], [1.28, 3.58, -0.84]],
  "lowdin_charge": [-0.12, -0.70, 0.08, -0.16, 0.71, 0.01, -0.02, -0.01, 0.14, 0.09, -0.68, 0.13, -0.08, -0.07, -1.11, 0.79, 0.08, -0.06]
}

2.
{
  "formula": "C28H27F4N3PPd",
  "method": "the ωB97M-V functional and the def2-TZVPD basis",
  "charge": 3,
  "largest_force_ev_per_a": 0.4,
  "multiplicity": 1,
  "e_lumo_ev": [-12.8, -12.8],
  "elements": ["C", "C", "F", "H", "H", "H", "C", "H", "P", "C", "H", "H", "H", "C", "H", "C", "N", "C", "C", "C", "C", "C", "C", "H", "C", "H", "C", "C", "H", "C", "C", "H", "C", "H", "C", "F", "C", "C", "H", "Pd", "F", "H", "H", "N", "F", "H", "C", "C", "H", "C", "H", "C", "H", "C", "C", "H", "H", "H", "H", "H", "H", "H", "N", "C"],
  "positions_angstrom": [[-2.91, -2.46, 0.28], [5.43, 1.60, -1.33], [-5.26, -0.93, -2.09], [-2.49, 2.85, -3.36], [3.41, 1.04, 1.32], [-1.23, -3.00, 2.47], [4.48, 1.67, -2.35], [4.79, 1.88, -3.36], [1.02, 1.12, -0.35], [-0.07, 4.09, 2.92], [-2.23, 1.00, -4.96], [6.47, 1.75, -1.57], [2.41, 1.56, -2.86], [1.10, 4.28, 2.20], [0.89, -0.69, -2.58], [-1.62, 1.01, -4.07], [-1.51, 1.11, 1.18], [-0.94, 3.05, 2.60], [-5.61, -2.65, -0.55], [-1.00, 2.11, -2.02], [-0.63, 2.19, 1.57], [-5.15, -3.50, 0.47], [2.75, 1.24, -0.74], [1.76, 5.10, 2.44], [-3.49, -1.58, -0.75], [3.04, -1.11, 0.73], [-0.04, 1.11, -1.79], [-1.78, 2.06, -3.16], [1.01, -3.89, 1.97], [5.04, 1.37, -0.02], [1.43, 3.41, 1.18], [-1.32, -4.29, 1.29], [-0.69, 0.01, -3.85], [2.35, 3.54, 0.63], [0.12, 0.06, -2.72], [-5.97, -4.35, 1.02], [-0.96, -3.27, 1.44], [0.57, 2.34, 0.87], [3.06, -2.82, 1.19], [-0.19, -0.65, 0.12], [-2.70, -0.71, -1.31], [-2.07, 1.41, 0.39], [1.93, -2.04, 3.19], [1.14, -1.92, 1.22], [-3.45, -4.17, 1.86], [5.78, 1.33, 0.77], [-3.86, -3.42, 0.89], [0.54, -3.26, 1.21], [2.44, -2.33, -0.40], [3.71, 1.19, 0.28], [0.75, -3.72, 0.24], [2.51, -2.05, 0.64], [-1.09, 2.94, -1.33], [-4.79, -1.70, -1.15], [3.14, 1.49, -2.06], [-0.32, 4.76, 3.73], [-0.56, -0.78, -4.57], [1.66, -0.39, 2.58], [-1.87, 2.94, 3.15], [-6.65, -2.73, -0.87], [0.28, -1.38, 3.08], [-2.16, 0.90, 1.93], [-1.65, -2.35, 0.53], [1.26, -1.40, 2.60]],
  "lowdin_charge": [-0.08, -0.01, 0.19, 0.13, 0.11, 0.15, -0.03, 0.13, 1.04, -0.01, 0.13, 0.13, 0.11, -0.02, 0.11, -0.02, 0.06, 0.00, 0.26, -0.07, -0.31, -0.17, -0.35, 0.13, -0.10, 0.06, -0.39, -0.03, 0.15, -0.03, -0.04, 0.15, -0.04, 0.12, -0.11, 0.21, -0.13, -0.29, 0.12, 0.73, 0.17, 0.09, 0.12, -0.36, 0.22, 0.13, -0.07, -0.17, 0.10, -0.12, 0.14, -0.05, 0.12, -0.17, -0.05, 0.13, 0.13, 0.09, 0.13, 0.19, 0.09, 0.10, 0.13, -0.05]
}

3.
{
  "formula": "C2H7N3O2",
  "method": "the ωB97M-V functional and the def2-TZVPD basis",
  "largest_force_ev_per_a": 1.6,
  "smiles": "C/N=N/N.O=CO",
  "multiplicity": 1,
  "e_lumo_ev": 0.9,
  "relative_energy_ev": 2.8716,
  "elements": ["H", "N", "C", "O", "H", "H", "H", "O", "C", "H", "N", "H", "N", "H"],
  "positions_angstrom": [[-0.88, -2.76, 1.43], [0.33, -1.21, 1.26], [1.87, 0.29, 0.57], [-0.66, 1.99, -1.35], [2.45, 0.45, -0.34], [2.53, -0.15, 1.33], [-0.85, -2.00, -0.11], [-2.26, 0.47, -1.75], [-1.63, 1.14, -0.95], [-0.64, 1.87, -2.32], [0.73, -0.58, 0.26], [-1.75, 1.14, 0.14], [-0.76, -1.91, 0.90], [1.51, 1.26, 0.93]],
  "lowdin_charge": [0.08, -0.10, -0.13, 0.05, 0.07, 0.07, 0.09, 0.03, -0.40, 0.13, -0.09, 0.14, 0.00, 0.07]
}

4.
{
  "formula": "C19H28NO5V",
  "method": "the ωB97M-V functional and the def2-TZVPD basis",
  "largest_force_ev_per_a": 5.1,
  "multiplicity": 3,
  "e_lumo_ev": [-0.7, -2.8],
  "relative_energy_ev": 3.1945,
  "elements": ["C", "C", "H", "H", "H", "H", "H", "C", "N", "O", "H", "H", "O", "C", "H", "C", "H", "H", "H", "C", "H", "O", "C", "C", "C", "H", "C", "C", "H", "C", "H", "H", "H", "C", "H", "H", "H", "C", "H", "C", "C", "C", "H", "H", "C", "H", "H", "H", "H", "O", "O", "H", "V", "C"],
  "positions_angstrom": [[2.88, 2.72, -0.01], [-2.41, 0.32, -3.35], [-1.23, -4.96, 0.66], [-1.59, 0.17, -4.06], [3.32, 3.57, 0.51], [-2.13, -2.29, -3.33], [-3.21, -1.14, -0.30], [-0.77, -4.07, 1.06], [3.12, 3.04, 3.82], [-1.54, -2.90, 0.78], [-3.37, 0.04, -3.83], [1.37, -1.82, -0.21], [-0.84, -0.16, -1.47], [0.03, 3.48, 1.40], [0.20, -1.67, -2.75], [2.10, 2.77, -1.20], [1.59, -2.08, 1.47], [3.79, 1.02, 1.10], [-1.89, 0.71, 1.18], [-1.95, -1.95, -2.32], [-3.70, 0.48, -0.83], [1.15, 0.25, 1.44], [1.82, 1.42, -1.64], [2.53, 0.54, -0.71], [0.65, 2.65, 2.33], [-0.08, 0.74, 3.26], [-0.07, 1.38, 2.39], [0.92, -2.36, 0.65], [-4.21, -0.95, -1.71], [0.67, -3.86, 0.53], [1.56, 2.85, 2.90], [-2.46, 1.39, -3.11], [-0.60, -1.38, 2.03], [-0.53, -1.82, 1.02], [2.48, -0.54, -0.73], [1.88, 3.69, -1.73], [-1.75, 3.16, 0.03], [-3.36, -0.49, -1.16], [1.28, 1.09, -2.51], [-0.56, -1.60, -1.95], [-1.15, 1.48, 1.38], [-1.04, 2.76, 0.75], [0.24, 4.55, 1.29], [-0.74, -0.98, 0.34], [-2.17, -0.47, -2.07], [-0.80, -4.21, 2.15], [1.41, -4.48, 1.04], [0.67, -4.21, -0.51], [-2.42, -2.60, -1.59], [3.23, 3.05, 5.05], [4.04, 3.08, 2.99], [-0.32, -2.24, -1.11], [0.81, 1.50, 0.35], [3.16, 1.35, 0.27]],
  "lowdin_charge": [-0.13, -0.01, 0.11, 0.09, 0.11, 0.12, 0.08, -0.21, -0.15, -0.15, 0.10, 0.08, -0.12, -0.14, 0.14, -0.14, 0.11, 0.12, 0.10, -0.11, 0.08, -0.38, -0.16, -0.16, -0.14, 0.13, -0.16, -0.17, 0.10, -0.16, 0.07, 0.09, 0.12, -0.17, 0.09, 0.11, 0.11, -0.03, 0.10, -0.13, -0.16, -0.17, 0.12, 0.06, -0.56, 0.12, 0.11, 0.11, 0.11, 0.10, 0.08, 0.06, 0.83, -0.13]
}

Repeat the second record exactly.
{
  "formula": "C28H27F4N3PPd",
  "method": "the ωB97M-V functional and the def2-TZVPD basis",
  "charge": 3,
  "largest_force_ev_per_a": 0.4,
  "multiplicity": 1,
  "e_lumo_ev": [-12.8, -12.8],
  "elements": ["C", "C", "F", "H", "H", "H", "C", "H", "P", "C", "H", "H", "H", "C", "H", "C", "N", "C", "C", "C", "C", "C", "C", "H", "C", "H", "C", "C", "H", "C", "C", "H", "C", "H", "C", "F", "C", "C", "H", "Pd", "F", "H", "H", "N", "F", "H", "C", "C", "H", "C", "H", "C", "H", "C", "C", "H", "H", "H", "H", "H", "H", "H", "N", "C"],
  "positions_angstrom": [[-2.91, -2.46, 0.28], [5.43, 1.60, -1.33], [-5.26, -0.93, -2.09], [-2.49, 2.85, -3.36], [3.41, 1.04, 1.32], [-1.23, -3.00, 2.47], [4.48, 1.67, -2.35], [4.79, 1.88, -3.36], [1.02, 1.12, -0.35], [-0.07, 4.09, 2.92], [-2.23, 1.00, -4.96], [6.47, 1.75, -1.57], [2.41, 1.56, -2.86], [1.10, 4.28, 2.20], [0.89, -0.69, -2.58], [-1.62, 1.01, -4.07], [-1.51, 1.11, 1.18], [-0.94, 3.05, 2.60], [-5.61, -2.65, -0.55], [-1.00, 2.11, -2.02], [-0.63, 2.19, 1.57], [-5.15, -3.50, 0.47], [2.75, 1.24, -0.74], [1.76, 5.10, 2.44], [-3.49, -1.58, -0.75], [3.04, -1.11, 0.73], [-0.04, 1.11, -1.79], [-1.78, 2.06, -3.16], [1.01, -3.89, 1.97], [5.04, 1.37, -0.02], [1.43, 3.41, 1.18], [-1.32, -4.29, 1.29], [-0.69, 0.01, -3.85], [2.35, 3.54, 0.63], [0.12, 0.06, -2.72], [-5.97, -4.35, 1.02], [-0.96, -3.27, 1.44], [0.57, 2.34, 0.87], [3.06, -2.82, 1.19], [-0.19, -0.65, 0.12], [-2.70, -0.71, -1.31], [-2.07, 1.41, 0.39], [1.93, -2.04, 3.19], [1.14, -1.92, 1.22], [-3.45, -4.17, 1.86], [5.78, 1.33, 0.77], [-3.86, -3.42, 0.89], [0.54, -3.26, 1.21], [2.44, -2.33, -0.40], [3.71, 1.19, 0.28], [0.75, -3.72, 0.24], [2.51, -2.05, 0.64], [-1.09, 2.94, -1.33], [-4.79, -1.70, -1.15], [3.14, 1.49, -2.06], [-0.32, 4.76, 3.73], [-0.56, -0.78, -4.57], [1.66, -0.39, 2.58], [-1.87, 2.94, 3.15], [-6.65, -2.73, -0.87], [0.28, -1.38, 3.08], [-2.16, 0.90, 1.93], [-1.65, -2.35, 0.53], [1.26, -1.40, 2.60]],
  "lowdin_charge": [-0.08, -0.01, 0.19, 0.13, 0.11, 0.15, -0.03, 0.13, 1.04, -0.01, 0.13, 0.13, 0.11, -0.02, 0.11, -0.02, 0.06, 0.00, 0.26, -0.07, -0.31, -0.17, -0.35, 0.13, -0.10, 0.06, -0.39, -0.03, 0.15, -0.03, -0.04, 0.15, -0.04, 0.12, -0.11, 0.21, -0.13, -0.29, 0.12, 0.73, 0.17, 0.09, 0.12, -0.36, 0.22, 0.13, -0.07, -0.17, 0.10, -0.12, 0.14, -0.05, 0.12, -0.17, -0.05, 0.13, 0.13, 0.09, 0.13, 0.19, 0.09, 0.10, 0.13, -0.05]
}